[1]
ORCA calculation (ωB97M-V/def2-TZVPD) on a molecular structure, C40H44N2O2P2PtSSi.

Structure (XYZ):
```
93
C40H44N2O2P2PtSSi ωB97M-V/def2-TZVPD
Pt -0.835 0.799 -0.185
C 5.651 -2.438 2.191
S 4.506 -3.806 1.928
C 3.160 -3.275 3.020
C 2.317 -2.134 2.466
C 1.497 -2.581 1.261
N 0.734 -1.504 0.644
P 1.186 -0.286 -0.484
C 2.709 0.483 0.128
C 3.992 0.179 -0.318
C 5.090 0.826 0.233
C 4.913 1.780 1.225
C 3.633 2.105 1.656
C 2.534 1.468 1.103
C 1.588 -1.144 -2.025
C 0.883 -0.734 -3.156
C 1.082 -1.377 -4.371
C 1.969 -2.437 -4.461
C 2.669 -2.858 -3.335
C 2.484 -2.214 -2.123
P -0.869 -1.076 0.973
C -1.049 -0.963 2.766
C -0.901 0.290 3.358
C -0.899 0.405 4.741
C -1.047 -0.726 5.532
C -1.207 -1.975 4.945
C -1.211 -2.094 3.564
C -1.915 -2.457 0.474
C -1.498 -3.325 -0.531
C -2.371 -4.285 -1.022
C -3.663 -4.369 -0.524
C -4.086 -3.497 0.471
C -3.215 -2.544 0.972
H 6.525 -2.629 1.570
H 5.964 -2.396 3.234
H 5.216 -1.485 1.895
H 3.595 -3.005 3.984
H 2.544 -4.162 3.185
H 2.958 -1.296 2.184
H 1.644 -1.766 3.246
H 0.792 -3.363 1.565
H 2.152 -3.037 0.519
H 4.142 -0.547 -1.105
H 6.086 0.589 -0.121
H 5.771 2.285 1.649
H 3.486 2.872 2.405
H 1.531 1.756 1.404
H 0.178 0.088 -3.089
H 0.534 -1.046 -5.243
H 2.119 -2.942 -5.407
H 3.362 -3.687 -3.403
H 3.046 -2.550 -1.260
H -0.796 1.168 2.729
H -0.787 1.379 5.199
H -1.046 -0.634 6.610
H -1.332 -2.854 5.564
H -1.346 -3.067 3.106
H -0.498 -3.237 -0.940
H -2.044 -4.959 -1.802
H -4.346 -5.112 -0.915
H -5.097 -3.557 0.853
H -3.547 -1.858 1.744
O -0.773 2.114 -3.342
C -0.566 2.915 -2.449
N -0.537 2.638 -1.106
C -0.236 3.769 -0.379
O -0.076 3.821 0.824
C -0.102 4.907 -1.351
C 0.171 6.243 -1.155
C 0.223 7.055 -2.287
C 0.012 6.531 -3.558
C -0.258 5.176 -3.742
C -0.309 4.386 -2.615
H 0.331 6.639 -0.161
H 0.430 8.112 -2.178
H 0.060 7.189 -4.417
H -0.422 4.755 -4.725
C -5.656 0.717 -0.297
Si -3.977 1.155 -1.033
C -4.159 2.722 -2.048
C -3.479 -0.242 -2.187
C -2.753 1.417 0.362
H -6.413 0.579 -1.073
H -6.007 1.498 0.382
H -5.591 -0.214 0.273
H -4.945 2.611 -2.800
H -3.233 2.955 -2.577
H -4.417 3.574 -1.415
H -4.252 -0.409 -2.943
H -3.327 -1.182 -1.649
H -2.549 0.012 -2.703
H -3.110 0.890 1.254
H -2.717 2.480 0.621
```

Results
Frontier orbital gap: 8.29 eV
Relative energy (zero: lowest compared OMol25 entry of this formula, charge and spin): 0.09 kcal/mol
Strongest force on any atom: 0.11 eV/Å
LUMO energy: 0.29 eV


[2]
ORCA calculation (ωB97M-V/def2-TZVPD) on a molecular structure, C34H37BrN2O6P2S2V.

Structure (XYZ):
```
85
C34H37BrN2O6P2S2V ωB97M-V/def2-TZVPD
V 0.542 0.480 -0.346
C 0.088 1.123 3.019
O -0.436 0.272 2.003
C -1.025 -0.892 2.403
C -1.347 -1.176 3.716
C -2.023 -2.353 4.013
Br -2.483 -2.711 5.820
C -2.378 -3.246 3.035
C -2.031 -2.978 1.707
C -1.341 -1.806 1.383
O -1.005 -1.514 0.116
C -2.407 -3.875 0.623
N -2.055 -3.686 -0.628
C -2.642 -4.697 -1.360
C -2.612 -4.961 -2.727
C -3.316 -6.060 -3.178
C -4.036 -6.884 -2.303
C -4.079 -6.634 -0.945
C -3.372 -5.528 -0.493
N -3.198 -4.979 0.762
H 0.809 0.588 3.639
H -0.718 1.528 3.635
H 0.596 1.932 2.501
H -1.101 -0.493 4.514
H -2.899 -4.153 3.306
H -1.362 -2.243 -0.480
H -2.056 -4.322 -3.401
H -3.315 -6.295 -4.234
H -4.571 -7.737 -2.701
H -4.636 -7.269 -0.268
H -3.579 -5.333 1.620
O -1.124 0.294 -3.846
C -0.832 0.819 -2.800
O 0.239 0.625 -2.085
C -1.709 1.925 -2.167
P -1.505 1.790 -0.339
C -1.900 3.495 0.206
C -0.911 4.299 0.763
C -1.198 5.603 1.145
C -2.476 6.109 0.973
C -3.468 5.314 0.411
C -3.182 4.014 0.029
C -3.045 0.954 0.188
C -3.508 1.151 1.490
C -4.629 0.478 1.950
C -5.299 -0.402 1.112
C -4.854 -0.593 -0.188
C -3.730 0.078 -0.649
H -2.741 1.891 -2.510
H -1.269 2.877 -2.473
H 0.089 3.899 0.894
H -0.422 6.223 1.576
H -2.703 7.123 1.278
H -4.465 5.711 0.272
H -3.958 3.395 -0.405
H -2.996 1.852 2.140
H -4.979 0.638 2.962
H -6.172 -0.932 1.472
H -5.376 -1.276 -0.847
H -3.385 -0.090 -1.663
C 6.784 0.238 2.115
C 5.561 -0.655 2.247
C 4.564 -0.091 3.247
O 5.028 -0.899 0.929
P 3.911 -0.190 0.044
S 4.140 -0.764 -1.794
S 2.103 -0.614 0.918
O 4.289 1.359 0.373
C 3.847 2.613 -0.176
C 2.732 3.169 0.700
C 3.436 2.583 -1.638
H 7.294 0.310 3.077
H 6.482 1.235 1.793
H 7.474 -0.173 1.379
H 5.876 -1.647 2.578
H 4.241 0.902 2.934
H 5.044 -0.021 4.225
H 3.692 -0.736 3.331
H 4.726 3.255 -0.076
H 1.845 2.530 0.601
H 2.475 4.180 0.381
H 3.033 3.190 1.748
H 2.554 1.959 -1.789
H 4.231 2.177 -2.257
H 3.208 3.600 -1.962
```

Results
Frontier orbital gap (alpha / beta): 7.20 / 6.74 eV
Relative energy (zero: lowest compared OMol25 entry of this formula, charge and spin): 35.81 kcal/mol
Strongest force on any atom: 3.14 eV/Å
Spin multiplicity: 2
LUMO energy (alpha / beta): -0.13 / -0.13 eV


> Which of these has the highest strongest force on any atom?

C34H37BrN2O6P2S2V


> Which formula does entry 2 have?

C34H37BrN2O6P2S2V


Copy entry 2 word for word.
ORCA calculation (ωB97M-V/def2-TZVPD) on a molecular structure, C34H37BrN2O6P2S2V.

Structure (XYZ):
```
85
C34H37BrN2O6P2S2V ωB97M-V/def2-TZVPD
V 0.542 0.480 -0.346
C 0.088 1.123 3.019
O -0.436 0.272 2.003
C -1.025 -0.892 2.403
C -1.347 -1.176 3.716
C -2.023 -2.353 4.013
Br -2.483 -2.711 5.820
C -2.378 -3.246 3.035
C -2.031 -2.978 1.707
C -1.341 -1.806 1.383
O -1.005 -1.514 0.116
C -2.407 -3.875 0.623
N -2.055 -3.686 -0.628
C -2.642 -4.697 -1.360
C -2.612 -4.961 -2.727
C -3.316 -6.060 -3.178
C -4.036 -6.884 -2.303
C -4.079 -6.634 -0.945
C -3.372 -5.528 -0.493
N -3.198 -4.979 0.762
H 0.809 0.588 3.639
H -0.718 1.528 3.635
H 0.596 1.932 2.501
H -1.101 -0.493 4.514
H -2.899 -4.153 3.306
H -1.362 -2.243 -0.480
H -2.056 -4.322 -3.401
H -3.315 -6.295 -4.234
H -4.571 -7.737 -2.701
H -4.636 -7.269 -0.268
H -3.579 -5.333 1.620
O -1.124 0.294 -3.846
C -0.832 0.819 -2.800
O 0.239 0.625 -2.085
C -1.709 1.925 -2.167
P -1.505 1.790 -0.339
C -1.900 3.495 0.206
C -0.911 4.299 0.763
C -1.198 5.603 1.145
C -2.476 6.109 0.973
C -3.468 5.314 0.411
C -3.182 4.014 0.029
C -3.045 0.954 0.188
C -3.508 1.151 1.490
C -4.629 0.478 1.950
C -5.299 -0.402 1.112
C -4.854 -0.593 -0.188
C -3.730 0.078 -0.649
H -2.741 1.891 -2.510
H -1.269 2.877 -2.473
H 0.089 3.899 0.894
H -0.422 6.223 1.576
H -2.703 7.123 1.278
H -4.465 5.711 0.272
H -3.958 3.395 -0.405
H -2.996 1.852 2.140
H -4.979 0.638 2.962
H -6.172 -0.932 1.472
H -5.376 -1.276 -0.847
H -3.385 -0.090 -1.663
C 6.784 0.238 2.115
C 5.561 -0.655 2.247
C 4.564 -0.091 3.247
O 5.028 -0.899 0.929
P 3.911 -0.190 0.044
S 4.140 -0.764 -1.794
S 2.103 -0.614 0.918
O 4.289 1.359 0.373
C 3.847 2.613 -0.176
C 2.732 3.169 0.700
C 3.436 2.583 -1.638
H 7.294 0.310 3.077
H 6.482 1.235 1.793
H 7.474 -0.173 1.379
H 5.876 -1.647 2.578
H 4.241 0.902 2.934
H 5.044 -0.021 4.225
H 3.692 -0.736 3.331
H 4.726 3.255 -0.076
H 1.845 2.530 0.601
H 2.475 4.180 0.381
H 3.033 3.190 1.748
H 2.554 1.959 -1.789
H 4.231 2.177 -2.257
H 3.208 3.600 -1.962
```

Results
Frontier orbital gap (alpha / beta): 7.20 / 6.74 eV
Relative energy (zero: lowest compared OMol25 entry of this formula, charge and spin): 35.81 kcal/mol
Strongest force on any atom: 3.14 eV/Å
Spin multiplicity: 2
LUMO energy (alpha / beta): -0.13 / -0.13 eV